{"formula": "C4H11N3O2", "method": "the ωB97M-V functional and the def2-TZVPD basis", "homo_ev": -8.4, "e_above_lowest_kcal_mol": 18.2, "smiles": "[H]/N=C(\\N)NC.CC(=O)O", "max_force_ha_per_bohr": 0.037, "multiplicity": 1, "lumo_ev": 0.64, "energy_ev": -12892.0401, "species": ["C", "C", "N", "N", "N", "H", "H", "H", "H", "H", "H", "H", "H", "C", "C", "O", "O", "H", "H", "H"], "coordinates": [[-1.8054, 0.8034, 0.3264], [0.4718, 1.7315, 0.3496], [0.2837, 2.3405, -0.7500], [-0.4487, 0.9191, 0.9086], [1.6685, 1.7739, 1.0782], [-0.0720, -3.6698, 0.9264], [0.9911, 2.9880, -1.0567], [-0.3496, 0.5261, 1.8226], [2.4451, 2.1593, 0.5680], [1.9416, 0.9832, 1.6390], [-2.4059, 1.6089, 0.7464], [-2.1346, -0.1787, 0.6600], [-1.7271, 0.9107, -0.7491], [0.0834, -1.6203, -1.5171], [0.2961, -2.0855, -0.1179], [-0.0992, -3.3834, 0.0018], [0.8530, -1.5215, 0.7750], [-0.8174, -1.9731, -2.0126], [0.9957, -1.7572, -2.0853], [-0.1701, -0.5552, -1.5131]], "forces_ev_per_a": [[1.49, 0.26, 1.10], [1.73, -0.31, 0.58], [-1.32, 0.23, -0.49], [-1.66, 0.12, -0.84], [0.08, 0.50, 0.14], [0.33, 0.23, -0.02], [0.43, -0.23, 0.22], [0.51, 0.09, 0.02], [-0.05, 0.00, -0.03], [-0.29, -0.18, -0.12], [-0.46, -0.13, -0.23], [-0.55, 0.04, -0.33], [-0.17, -0.11, -0.05], [-0.90, 1.66, -0.13], [0.21, -1.49, -0.24], [-0.62, 0.00, -0.06], [0.14, 0.37, 0.37], [0.34, -1.04, 0.05], [-0.02, -0.16, -0.22], [0.78, 0.17, 0.30]]}